#a
ORCA calculation (the ωB97M-V functional and the def2-TZVPD basis) on C17H21ClN2O2 as an isolated structure.

Output
- multiplicity = 1
- charge = 0

Element x y z (Å)
C: -0.434 -3.430 -1.283
C: 0.758 -2.489 -0.892
C: 2.094 -3.111 -0.702
C: 3.080 -2.301 -0.172
C: 2.883 -2.143 1.194
C: 3.383 -0.691 1.783
N: 2.655 0.328 1.204
C: 1.397 0.746 1.001
O: 0.567 0.235 1.778
C: 1.208 1.762 0.052
C: 2.512 2.209 -0.430
N: 3.297 1.315 0.011
C: 2.953 2.777 -1.634
H: 4.025 3.030 -1.648
H: 2.601 3.952 -1.393
H: 2.347 2.630 -2.311
C: 0.254 1.084 -0.944
O: 0.562 0.956 -2.039
C: -1.049 1.054 -0.610
C: -1.721 1.416 0.787
C: -3.019 0.995 0.940
C: -3.846 0.302 0.334
C: -3.222 -0.099 -0.985
C: -2.001 0.209 -1.221
H: -1.515 0.010 -2.577
H: -3.731 -0.804 -1.707
Cl: -5.313 -0.438 0.634
H: -3.349 1.483 1.942
H: -1.205 1.948 1.461
H: 0.767 2.666 0.574
H: 3.347 -0.335 2.760
H: 4.456 -0.547 1.321
H: 1.831 -1.921 1.632
H: 3.323 -2.864 1.923
H: 3.974 -2.782 -0.310
H: 3.031 -1.137 -0.681
H: 2.285 -3.617 -1.802
H: 1.794 -4.011 0.289
H: 0.728 -1.644 -1.611
H: 0.164 -1.879 0.137
H: -1.343 -2.974 -1.343
H: -0.345 -3.814 -2.076
H: -0.743 -4.266 -0.610

Here are the Löwdin charges for atoms 1 to 4, given in e: atom 1 (C): -0.088, atom 2 (C): -0.256, atom 3 (C): -0.283, atom 4 (C): -0.341

=====

#b
ORCA calculation (the ωB97M-V functional and the def2-TZVPD basis) on a single C17H21ClN2O2 molecule.

Output
- multiplicity = 1
- charge = 0
- SMILES = C[C@@H](c1ccc(Cl)cc1)N1CCC2(CCC(=O)CC2)NC1=O

Element x y z (Å)
C: -1.297 3.542 -0.476
C: -0.158 2.538 -0.851
C: 1.003 2.477 0.174
C: 2.322 2.226 -0.305
C: 3.372 2.137 0.594
C: 3.139 2.230 1.971
Cl: 4.460 2.086 3.077
C: 1.846 2.486 2.453
C: 0.797 2.573 1.572
N: -0.623 1.194 -1.086
C: -1.508 0.557 -0.123
C: -1.886 -0.891 -0.529
C: -0.615 -1.691 -0.887
C: -0.967 -3.066 -1.418
C: -1.530 -3.967 -0.318
C: -0.792 -3.875 1.013
O: -0.674 -4.879 1.708
C: -0.175 -2.569 1.514
C: 0.391 -1.815 0.293
N: -0.026 -0.960 -1.989
C: 0.099 0.403 -1.993
O: 0.786 0.831 -2.906
H: -2.051 3.543 -1.280
H: -0.887 4.574 -0.444
H: -1.736 3.288 0.503
H: 0.219 2.946 -1.795
H: 2.570 2.011 -1.373
H: 4.379 1.981 0.244
H: 1.638 2.569 3.523
H: -0.211 2.736 2.002
H: -2.443 1.150 -0.087
H: -1.012 0.525 0.846
H: -2.532 -0.862 -1.380
H: -2.407 -1.376 0.296
H: -0.074 -3.616 -1.753
H: -1.703 -3.024 -2.252
H: -1.535 -4.996 -0.651
H: -2.575 -3.688 -0.161
H: 0.621 -2.781 2.216
H: -0.902 -1.918 2.050
H: 1.290 -2.338 -0.048
H: 0.737 -0.854 0.606
H: 0.653 -1.437 -2.547

Here are the Löwdin charges for atoms 1 to 4, given in e: atom 1 (C): -0.041, atom 2 (C): -0.291, atom 3 (C): -0.141, atom 4 (C): -0.018

=====

Referenced to the most stable arrangement, the calculated values in eV are #a 16.124; #b 0.000.

=====

#a
ORCA calculation (the ωB97M-V functional and the def2-TZVPD basis) on C2HBrCl2O as an isolated structure.

Output
- multiplicity = 1
- charge = 0

Element x y z (Å)
C: -1.368 0.080 0.551
C: 1.875 0.480 -0.016
O: -1.546 1.226 0.347
Cl: -1.318 -1.008 -0.837
Cl: 1.183 1.093 -1.330
Br: 2.364 -1.381 -0.192
H: -1.190 -0.490 1.477

Here are the Löwdin charges for atoms 1 to 4, given in e: atom 1 (C): -0.703, atom 2 (C): -1.050, atom 3 (O): -0.007, atom 4 (Cl): 0.569

=====

#b
ORCA calculation (the ωB97M-V functional and the def2-TZVPD basis) on a 2-piece molecular cluster, C2HBrCl2O overall.

Output
- multiplicity = 1
- charge = 0
- SMILES = O=C=C(Cl)Br.Cl

Element x y z (Å)
O: 0.286 -0.830 -1.647
C: 0.588 -0.379 -0.641
C: 0.957 0.243 0.455
Cl: 1.664 -0.507 1.826
Br: 1.201 2.098 0.271
Cl: -2.380 0.096 -0.692
H: -2.317 -0.722 0.428

Here are the Löwdin charges for atoms 1 to 4, given in e: atom 1 (O): 0.158, atom 2 (C): -0.434, atom 3 (C): -1.224, atom 4 (Cl): 0.608

=====

Referenced to the most stable arrangement, the calculated values in eV are #a 1.685; #b 0.000.

=====

#a
ORCA calculation (the ωB97M-V functional and the def2-TZVPD basis) on a 2-piece molecular cluster, C2H10N2S2 overall.

Output
- multiplicity = 1
- charge = 0
- SMILES = CSS.NCN

Element x y z (Å)
C: -2.613 1.270 1.712
S: -1.323 0.803 2.876
S: 0.381 1.688 2.268
H: -2.508 0.733 0.771
H: -2.701 2.332 1.523
H: -3.543 0.937 2.184
H: 0.722 0.925 1.212
N: 1.396 -1.866 -2.262
C: 1.559 -1.264 -0.901
N: 0.913 0.005 -0.682
H: 1.962 -1.344 -2.915
H: 0.418 -1.775 -2.526
H: 1.226 -2.059 -0.232
H: 2.623 -1.189 -0.818
H: 1.487 0.736 -1.095
H: 0.001 0.071 -1.116

Here are the Löwdin charges for atoms 1 to 4, given in e: atom 1 (C): -0.499, atom 2 (S): 0.326, atom 3 (S): 0.278, atom 4 (H): 0.019

=====

#b
ORCA calculation (the ωB97M-V functional and the def2-TZVPD basis) on a 2-piece molecular cluster, C2H10N2S2 overall.

Output
- multiplicity = 1
- charge = 0
- SMILES = CSS.NCN

Element x y z (Å)
C: 1.255 -2.556 -0.799
S: 1.194 -1.975 -2.508
S: -0.483 -0.683 -2.381
H: 1.675 -1.802 -0.145
H: 1.954 -3.401 -0.831
H: 0.282 -2.887 -0.475
H: -0.322 -0.541 -1.059
N: -1.770 1.817 0.686
C: -0.546 1.339 1.349
N: 0.664 1.647 0.667
H: -2.562 1.542 1.258
H: -1.874 1.316 -0.190
H: -0.493 1.767 2.344
H: -0.597 0.264 1.576
H: 0.934 2.606 0.847
H: 0.691 1.547 -0.339

Here are the Löwdin charges for atoms 1 to 4, given in e: atom 1 (C): -0.503, atom 2 (S): 0.371, atom 3 (S): 0.301, atom 4 (H): 0.026

=====

Referenced to the most stable arrangement, the calculated values in eV are #a 0.000; #b 0.304.

=====

#a
ORCA calculation (the ωB97M-V functional and the def2-TZVPD basis) on a single C2H2S3 molecule.

Output
- multiplicity = 1
- charge = 0
- SMILES = S=CC(=S)S

Element x y z (Å)
S: 2.425 -0.382 -0.465
C: 0.748 -0.696 0.292
C: -0.374 0.010 -0.154
S: -1.790 -0.987 -0.450
S: -0.191 1.885 -0.292
H: 0.615 -1.811 0.856
H: -1.433 1.981 0.212

Here are the Löwdin charges for atoms 1 to 4, given in e: atom 1 (S): 0.514, atom 2 (C): -0.658, atom 3 (C): -1.154, atom 4 (S): 0.618

=====

#b
ORCA calculation (the ωB97M-V functional and the def2-TZVPD basis) on a 2-piece molecular cluster, C2H2S3 overall.

Output
- multiplicity = 1
- charge = 0

Element x y z (Å)
C: 1.468 -0.782 0.354
C: -1.853 0.141 -0.188
S: 1.162 0.720 -0.267
S: -1.740 -1.358 0.151
S: -1.861 1.608 -0.454
H: 0.841 -1.541 -0.158
H: 1.983 1.212 0.562

Here are the Löwdin charges for atoms 1 to 4, given in e: atom 1 (C): -0.434, atom 2 (C): -1.494, atom 3 (S): 0.690, atom 4 (S): 0.763

=====

Referenced to the most stable arrangement, the calculated values in eV are #a 0.000; #b 0.285.